No. 1
{"formula": "C60H48N4O2P3ReSi", "method": "ωB97M-V/def2-TZVPD", "e_homo_ev": [-10.138, -10.345], "total_charge": 1, "multiplicity": 4, "gap_ha": [0.3093, 0.2456], "species": ["Re", "C", "C", "C", "C", "C", "C", "P", "C", "C", "C", "C", "C", "C", "C", "C", "C", "C", "C", "C", "Si", "C", "C", "C", "C", "C", "C", "P", "C", "C", "C", "C", "C", "C", "C", "C", "C", "C", "C", "C", "C", "C", "C", "C", "C", "C", "P", "C", "C", "C", "C", "C", "C", "C", "C", "C", "C", "C", "C", "H", "H", "H", "H", "H", "H", "H", "H", "H", "H", "H", "H", "H", "H", "H", "H", "H", "H", "H", "H", "H", "H", "H", "H", "H", "H", "H", "H", "H", "H", "H", "H", "H", "H", "H", "H", "H", "H", "H", "H", "H", "H", "O", "C", "O", "H", "C", "C", "C", "N", "H", "H", "H", "H", "H", "N", "C", "N", "C", "N"], "coordinates": [[-0.0727, -0.1376, -0.4949], [-2.6516, -2.3500, 5.0051], [-3.1083, -1.0752, 4.7181], [-2.4851, -0.3122, 3.7371], [-1.3995, -0.8225, 3.0355], [-0.9528, -2.1127, 3.3231], [-1.5735, -2.8708, 4.2984], [-0.3743, 0.1845, 1.8864], [-1.0674, 1.8385, 2.1859], [-0.5020, 2.8073, 3.0030], [-1.1830, 3.9949, 3.2443], [-2.4198, 4.2278, 2.6670], [-2.9765, 3.2779, 1.8181], [-2.2991, 2.0966, 1.5720], [1.2103, -0.0210, 2.7680], [1.3377, 0.3441, 4.1104], [2.5209, 0.0985, 4.7812], [3.5666, -0.5496, 4.1287], [3.4146, -0.9561, 2.8147], [2.2333, -0.7002, 2.1096], [1.9890, -1.2010, 0.3015], [1.8728, -3.0743, 0.1754], [2.9235, -3.9406, 0.4781], [2.8273, -5.3012, 0.2272], [1.6767, -5.8212, -0.3484], [0.6125, -4.9829, -0.6400], [0.6977, -3.6210, -0.3578], [-0.7184, -2.5130, -0.6526], [-1.4530, -3.1001, -2.2373], [-0.6363, -3.4722, -3.3073], [-1.1927, -3.8955, -4.5058], [-2.5714, -3.9659, -4.6538], [-3.3907, -3.6220, -3.5897], [-2.8370, -3.1925, -2.3907], [-2.0269, -3.0431, 0.5026], [-3.0844, -2.1648, 0.7365], [-4.1594, -2.5447, 1.5238], [-4.1878, -3.8115, 2.0894], [-3.1339, -4.6861, 1.8738], [-2.0557, -4.3044, 1.0895], [3.4099, -0.3963, -0.6235], [4.6586, -0.9854, -0.8176], [5.6255, -0.3745, -1.6003], [5.3463, 0.8354, -2.2182], [4.1184, 1.4482, -2.0223], [3.1546, 0.8483, -1.2161], [1.5775, 1.6871, -0.7730], [1.2669, 2.9186, -2.0881], [-0.0296, 2.8719, -2.8521], [-0.0958, 3.8273, -4.0046], [0.8141, 4.8098, -4.1729], [1.9165, 4.9269, -3.2906], [2.1169, 3.9725, -2.2789], [2.1184, 2.7896, 0.5907], [3.1648, 2.4247, 1.4352], [3.5797, 3.2782, 2.4476], [2.9775, 4.5186, 2.6062], [1.9390, 4.8922, 1.7649], [1.4991, 4.0243, 0.7786], [-3.1279, -2.9373, 5.7793], [-3.9447, -0.6595, 5.2650], [-2.8445, 0.6908, 3.5484], [-0.0995, -2.5222, 2.7911], [-1.2104, -3.8670, 4.5160], [0.4711, 2.6498, 3.4486], [-0.7350, 4.7430, 3.8855], [-2.9466, 5.1535, 2.8597], [-3.9379, 3.4622, 1.3553], [-2.7313, 1.3594, 0.9030], [0.5079, 0.8011, 4.6361], [2.6255, 0.3945, 5.8168], [4.4913, -0.7484, 4.6551], [4.2338, -1.4723, 2.3248], [3.8404, -3.5522, 0.9062], [3.6573, -5.9551, 0.4616], [1.6068, -6.8782, -0.5685], [-0.2804, -5.3897, -1.1001], [0.4361, -3.4637, -3.1927], [-0.5435, -4.1896, -5.3204], [-3.0040, -4.3090, -5.5847], [-4.4664, -3.7039, -3.6825], [-3.4959, -2.9480, -1.5675], [-3.0616, -1.1697, 0.3064], [-4.9704, -1.8506, 1.7025], [-5.0239, -4.1102, 2.7081], [-3.1440, -5.6695, 2.3259], [-1.2354, -4.9943, 0.9507], [4.8728, -1.9521, -0.3780], [6.5851, -0.8520, -1.7499], [6.0824, 1.3052, -2.8571], [3.9205, 2.3852, -2.5231], [-0.2287, 1.8524, -3.1786], [-0.9542, 3.7461, -4.6596], [0.7018, 5.5204, -4.9812], [2.6212, 5.7375, -3.4085], [2.9791, 4.0840, -1.6324], [3.6745, 1.4805, 1.2981], [4.3911, 2.9778, 3.0978], [3.3218, 5.1946, 3.3780], [1.4619, 5.8566, 1.8814], [0.6718, 4.3230, 0.1470], [2.0433, -1.6869, -2.4823], [1.3463, -0.9154, -3.1162], [0.4218, -0.1575, -2.6286], [1.5276, -0.7533, -4.1910], [-3.2255, 1.1507, -4.6537], [-3.0468, -0.1443, -3.8577], [-2.5319, 0.0986, -2.5180], [-2.0899, 0.3086, -1.4790], [-3.6283, 0.9143, -5.6362], [-2.2708, 1.6566, -4.7869], [-3.9135, 1.8296, -4.1523], [-2.3316, -0.8197, -4.3360], [-3.9842, -0.6935, -3.7627], [-1.1144, 3.2087, -1.8892], [-1.4932, 4.2477, -1.4325], [-1.8524, 5.2436, -0.8298], [-2.8528, 6.0963, -0.8007], [-3.6996, 6.8719, -0.7023]], "mulliken_spin": [1.43, 0.00, 0.00, -0.01, 0.00, -0.01, 0.00, 0.20, -0.06, 0.01, 0.00, 0.00, 0.01, 0.04, 0.03, -0.01, 0.00, 0.00, 0.00, 0.02, -0.01, 0.00, 0.00, 0.00, 0.00, 0.00, -0.04, 0.04, 0.01, 0.00, 0.00, 0.00, 0.00, 0.00, 0.03, 0.03, 0.01, 0.00, 0.00, 0.00, -0.01, 0.00, 0.00, 0.00, -0.04, 0.06, 0.20, 0.28, -0.04, 0.31, -0.09, 0.38, -0.13, 0.00, 0.00, 0.00, 0.00, -0.01, 0.04, 0.00, 0.00, 0.00, 0.00, 0.00, 0.00, 0.00, 0.00, 0.00, 0.00, 0.00, 0.00, 0.00, 0.00, 0.00, 0.00, 0.00, 0.00, 0.00, 0.00, 0.00, 0.00, 0.00, -0.02, 0.00, 0.00, 0.00, 0.00, 0.00, 0.00, 0.00, 0.01, 0.07, 0.02, 0.00, 0.01, 0.02, 0.00, 0.00, 0.00, 0.00, -0.01, -0.01, 0.00, 0.02, 0.00, 0.00, 0.01, 0.07, 0.03, 0.00, 0.00, 0.00, 0.00, 0.00, 0.05, 0.02, 0.01, 0.00, 0.01]}

No. 2
{"formula": "C25H30NO2S", "method": "ωB97M-V/def2-TZVPD", "e_homo_ev": -10.614, "total_charge": 1, "gap_ha": 0.2123, "species": ["C", "C", "C", "S", "C", "C", "C", "O", "O", "C", "N", "H", "H", "H", "H", "H", "H", "H", "H", "H", "H", "H", "H", "C", "C", "C", "C", "C", "C", "H", "H", "H", "H", "H", "H", "C", "C", "C", "C", "C", "C", "H", "H", "H", "H", "H", "H", "C", "C", "C", "C", "C", "C", "H", "H", "H", "H", "H", "H"], "coordinates": [[1.3050, 3.4829, -0.5643], [1.3032, 4.8194, -0.6013], [1.6248, 5.5352, -1.8707], [0.4058, 6.6949, -2.5889], [-1.0803, 5.7678, -2.9356], [-1.8612, 5.1097, -1.7965], [-2.5162, 6.0754, -0.8037], [-3.5681, 5.3932, -0.1506], [-0.0361, 7.6897, -1.3228], [0.9927, 8.1070, -0.6243], [1.8793, 8.3666, 0.0591], [1.6578, 2.9557, 0.3144], [0.9961, 2.8900, -1.4196], [1.1075, 5.3947, 0.2966], [1.7738, 4.8276, -2.6934], [2.5428, 6.1190, -1.7880], [-1.7310, 6.4372, -3.4994], [-0.7013, 5.0033, -3.6228], [-1.2853, 4.3436, -1.2852], [-2.6856, 4.5827, -2.2840], [-2.9009, 6.9430, -1.3473], [-1.8002, 6.3911, -0.0434], [-4.4025, 5.8383, -0.3212], [0.5160, -0.1867, 2.3611], [1.1645, -1.4134, 2.3815], [2.5043, -1.4850, 2.7376], [3.1953, -0.3310, 3.0807], [2.5472, 0.8967, 3.0629], [1.2087, 0.9678, 2.7003], [-0.5290, -0.1308, 2.0826], [0.6246, -2.3146, 2.1210], [3.0096, -2.4418, 2.7493], [4.2381, -0.3887, 3.3639], [3.0856, 1.7963, 3.3344], [0.7011, 1.9255, 2.6866], [-2.0378, -6.5992, 2.7861], [-0.9642, -6.1347, 2.0395], [-0.9075, -4.8000, 1.6629], [-1.9217, -3.9295, 2.0389], [-2.9944, -4.3935, 2.7878], [-3.0535, -5.7292, 3.1589], [-2.0832, -7.6403, 3.0780], [-0.1714, -6.8122, 1.7494], [-0.0726, -4.4406, 1.0746], [-1.8766, -2.8867, 1.7472], [-3.7845, -3.7145, 3.0820], [-3.8913, -6.0928, 3.7395], [2.1039, -5.2867, -3.1966], [1.8152, -4.2044, -2.3766], [0.5827, -4.1239, -1.7432], [-0.3592, -5.1284, -1.9228], [-0.0690, -6.2110, -2.7411], [1.1611, -6.2886, -3.3801], [3.0642, -5.3501, -3.6920], [2.5519, -3.4244, -2.2307], [0.3559, -3.2767, -1.1066], [-1.3178, -5.0678, -1.4232], [-0.8018, -6.9953, -2.8801], [1.3857, -7.1316, -4.0205]], "lowdin_charge": [0.07, -0.20, -0.30, 1.26, -0.30, -0.18, -0.26, -0.03, -0.22, -0.38, 0.24, 0.07, 0.09, 0.11, 0.12, 0.11, 0.11, 0.12, 0.10, 0.14, 0.13, 0.11, 0.10, -0.10, -0.08, -0.08, -0.09, -0.10, -0.12, 0.10, 0.08, 0.11, 0.10, 0.10, 0.09, -0.09, -0.09, -0.11, -0.10, -0.09, -0.09, 0.10, 0.10, 0.08, 0.09, 0.10, 0.10, -0.10, -0.10, -0.11, -0.10, -0.09, -0.09, 0.10, 0.10, 0.09, 0.10, 0.10, 0.10]}